# 1
# C7H9N3O2

A single C7H9N3O2 molecule (wB97M-V/def2-TZVPD, the OMol25 dataset).

SMILES: NC(N)(c1ccccc1)[N+](=O)[O-]
spin multiplicity: 1

Geometry (Å):
N -2.24 0.73 0.25
C -1.33 -0.33 0.49
N -1.92 -1.64 0.15
C 0.06 -0.05 -0.16
C 0.68 1.18 -0.01
C 1.98 1.49 -0.55
C 2.62 0.57 -1.25
C 1.96 -0.63 -1.47
C 0.74 -0.97 -0.90
N -1.08 -0.27 2.01
O -1.44 0.65 2.66
O -0.40 -1.21 2.35
H -2.22 1.48 0.94
H -2.37 1.09 -0.76
H -2.86 -1.92 0.66
H -1.20 -2.30 0.31
H 0.11 2.03 0.47
H 2.20 2.57 -0.47
H 3.54 0.85 -1.78
H 2.65 -1.36 -1.98
H 0.51 -1.96 -0.96

=====

# 2
# C7H9N3O3

A molecular structure, C7H9N3O3 (wB97M-V/def2-TZVPD, the OMol25 dataset).

spin multiplicity: 1

Geometry (Å):
C -1.31 -2.96 1.42
C -1.14 -1.55 1.55
C -0.64 -1.11 0.36
C -0.02 0.61 1.06
C -0.78 -3.24 0.18
C 1.19 1.43 -0.84
C -0.22 2.94 0.51
N -0.63 0.57 2.21
N -0.75 -4.43 -0.52
N 0.44 1.66 0.38
O -0.62 1.43 3.10
O -0.31 -2.14 -0.45
O -1.29 -0.66 2.54
H -1.72 -3.64 2.13
H 1.98 2.18 -0.91
H 1.63 0.44 -0.81
H 0.54 1.51 -1.72
H -0.57 3.05 1.54
H 0.50 3.73 0.30
H -1.07 3.04 -0.18
H -0.82 -5.26 0.05
H -0.03 -4.47 -1.23

=====

# 3
# C7H9N5O2

2 unconnected molecules or ions with the total composition C7H9N5O2 (wB97M-V/def2-TZVPD, the OMol25 dataset).

spin multiplicity: 1

Geometry (Å):
C -1.16 2.87 1.25
C -1.32 1.61 1.52
C -0.58 1.65 -0.57
C -0.24 -1.80 -1.65
C 1.07 -1.16 0.51
C 0.18 -1.82 -0.24
C 2.08 -0.15 0.11
N -0.70 2.90 -0.08
N 0.97 -1.57 1.83
N -0.04 -2.38 1.85
N -0.42 -2.66 0.67
N 0.14 -0.77 -2.45
O -1.04 -2.67 -1.96
O -1.09 0.86 0.41
H -1.44 3.79 1.78
H -1.79 1.07 2.42
H -0.47 3.69 -0.59
H 1.51 0.74 -0.45
H 2.69 -0.68 -0.71
H 2.61 0.06 1.10
H -1.32 -3.10 0.59
H 0.54 0.07 -1.96
H -0.17 -0.55 -3.36

=====

Orbital gap readings, ordered: 9.778 8.127 9.852 eV
Energy above the lowest of the compared OMol25 structures with the same formula, charge and spin readings, ordered: 4.324 7.940 3.955 eV